Formula: C4H7NO
Source: the Open Molecules 2025 dataset
Level of theory: ωB97M-V with the def2-TZVPD basis set

orbital gap: 9.92 eV
ΔE to the lowest compared entry with this formula, charge and spin: 3.602 eV
structure (SMILES): O=CN=C1CC1.[H][H]
LUMO: 0.004 hartree
HOMO level: -9.80 eV

Positions of all 13 atoms, in Å:
O: 2.895 -1.505 -0.521
C: 1.758 -1.126 -0.587
N: 1.071 -0.569 0.527
C: -0.146 -0.313 0.294
C: -1.388 0.224 0.827
C: -1.295 -0.291 -0.626
H: 1.169 -1.182 -1.528
H: 1.364 1.984 0.765
H: 1.068 2.650 0.613
H: -1.942 -0.382 1.540
H: -1.457 1.298 0.991
H: -1.306 0.440 -1.433
H: -1.792 -1.229 -0.860